Run i
This record from the Open Molecules 2025 dataset describes a gas-phase ion, C4H6N2O (charge +2). The level of theory is wB97M-V/def2-TZVPD.

Structure (XYZ):
```
13
C4H6N2O, DFT wB97M-V/def2-TZVPD
H -1.20491 2.89073 0.12325
N 0.78393 0.24703 0.67887
H 1.07664 -2.75495 0.27364
O -1.86866 0.47780 -1.66973
N -1.42322 1.13063 -0.83300
H 0.52768 2.09317 1.66444
C 0.24748 1.47544 0.77676
C 0.43712 -2.05065 -0.47570
C 0.60703 -0.80644 -0.07326
C -0.88683 1.79249 0.10163
H 0.62982 -2.33515 -1.62090
H -0.52235 -2.31630 -0.10480
H 1.59628 0.15621 1.15880
```

Calculated values
Net charge: +2
HOMO level (spin up / spin down) in eV: -18.65 / -19.09
E_LUMO (spin up / spin down) in Eh: -0.4442 / -0.4476

Partial atomic charges computed with the natural (NBO) method, in multiples of e:
1 H 0.3863
2 N -0.5064
3 H 0.3506
4 O 0.0952
5 N 0.4259
6 H 0.3165
7 C 0.0738
8 C -0.8282
9 C 0.6077
10 C -0.1302
11 H 0.3845
12 H 0.3680
13 H 0.4562

---

Run ii
This record from the Open Molecules 2025 dataset describes a gas-phase ion, C4H6N2O (charge +2). The level of theory is wB97M-V/def2-TZVPD.

Structure (XYZ):
```
13
C4H6N2O, DFT wB97M-V/def2-TZVPD
H -4.37681 -0.17762 -0.12017
C -0.42704 -0.28325 0.31891
N -1.44533 -0.63914 0.72374
O -3.53398 0.20920 0.19686
H -3.26748 -1.16105 1.73519
C -2.79988 -0.29384 1.18205
H 3.80448 0.16858 -0.26862
H 3.09057 0.26920 -1.99813
H -2.42242 0.53732 1.82971
H 3.42318 1.66045 -0.85284
N 0.70946 0.13021 0.05369
C 3.01318 0.62440 -1.00042
C 1.84926 0.31686 -0.31076
```

Calculated values
Net charge: +2
HOMO level in eV: -19.75
E_LUMO in Eh: -0.4288

Partial atomic charges computed with the natural (NBO) method, in multiples of e:
1 H 0.5533
2 C 0.6951
3 N -0.0736
4 O -0.6543
5 H 0.2666
6 C 0.0921
7 H 0.3921
8 H 0.3733
9 H 0.2467
10 H 0.4026
11 N -0.3801
12 C -0.8318
13 C 0.9181

---

List of relative energies, unit hartree: run i 0.1687; run ii 0.0000